Computed, not measured: one molecule with the formula C14H20N2O2S2, with the ωB97M-V functional and the def2-TZVPD basis.

largest force on an atom = 0.015 Eh/bohr
relative energy (zero: lowest compared OMol25 entry of this formula, charge and spin) = 0.0 kJ/mol
molecular weight = 312.460 g mol⁻¹
HOMO-LUMO gap = 8.547 eV
HOMO = -8.2550 eV
2S+1 = 1
structure (SMILES) = CCCN(C(=S)Nc1ccccc1)[C@H]1CCS(=O)(=O)C1

Bonds (Å) are listed after each position.
Positions of all 40 atoms, in Å:
1 C 3.60 1.92 2.23  C2 1.523, H21 1.087, H22 1.086, H23 1.088
2 C 2.26 1.25 1.94  C1 1.523, C3 1.531, H24 1.091, H25 1.090
3 C 2.09 1.00 0.44  C2 1.531, N4 1.452, H26 1.094, H27 1.092
4 N 0.86 0.32 0.09  C3 1.452, C5 1.364, C14 1.449
5 C -0.27 1.07 -0.07  N4 1.364, S6 1.651, N7 1.368
6 S -0.31 2.67 0.32  C5 1.651
7 N -1.35 0.43 -0.63  C5 1.368, C8 1.401, H28 1.011
8 C -2.67 0.88 -0.69  N7 1.401, C9 1.390, C13 1.393
9 C -3.25 1.63 0.33  C8 1.390, C10 1.382, H29 1.077
10 C -4.58 2.02 0.23  C9 1.382, C11 1.384, H30 1.079
11 C -5.34 1.65 -0.86  C10 1.384, C12 1.385, H31 1.079
12 C -4.77 0.88 -1.86  C11 1.385, C13 1.381, H32 1.080
13 C -3.45 0.50 -1.78  C8 1.393, C12 1.381, H33 1.082
14 C 0.88 -1.11 -0.09  N4 1.449, C15 1.546, C20 1.519, H34 1.097
15 C 1.42 -1.52 -1.48  C14 1.546, C16 1.513, H35 1.092, H36 1.091
16 C 1.36 -3.03 -1.55  C15 1.513, S17 1.835, H37 1.084, H38 1.086
17 S 1.71 -3.56 0.17  C16 1.835, O18 1.434, O19 1.434, C20 1.830
18 O 0.60 -4.32 0.67  S17 1.434
19 O 3.02 -4.13 0.27  S17 1.434
20 C 1.70 -1.89 0.92  C14 1.519, S17 1.830, H39 1.084, H40 1.084
21 H 3.66 2.87 1.71  C1 1.087
22 H 3.71 2.10 3.29  C1 1.086
23 H 4.43 1.29 1.90  C1 1.088
24 H 2.20 0.31 2.48  C2 1.091
25 H 1.45 1.89 2.27  C2 1.090
26 H 2.09 1.97 -0.07  C3 1.094
27 H 2.93 0.42 0.05  C3 1.092
28 H -1.16 -0.31 -1.28  N7 1.011
29 H -2.67 1.92 1.19  C9 1.077
30 H -5.02 2.60 1.02  C10 1.079
31 H -6.37 1.95 -0.93  C11 1.079
32 H -5.36 0.58 -2.72  C12 1.080
33 H -3.01 -0.10 -2.56  C13 1.082
34 H -0.15 -1.49 0.01  C14 1.097
35 H 0.85 -1.05 -2.28  C15 1.092
36 H 2.46 -1.19 -1.57  C15 1.091
37 H 2.11 -3.47 -2.21  C16 1.084
38 H 0.37 -3.41 -1.79  C16 1.086
39 H 1.24 -1.95 1.90  C20 1.084
40 H 2.73 -1.56 1.00  C20 1.084